Entry from the OMol25 dataset: C11H22N2O3S as an isolated structure in a non-equilibrium geometry (wB97M-V/def2-TZVPD).

```
39
Properties=species:S:1:pos:R:3:forces:R:3
C 1.6207 -1.5236 -0.1436 0.0 2.0 -0.6
C 0.1701 -1.2526 -0.4022 -0.2 -0.3 1.5
C 2.2861 0.1414 -0.3898 -2.4 -3.1 -0.6
C 3.6784 -0.0523 0.0289 0.1 1.3 1.8
C 6.1552 1.0081 0.5155 -0.3 1.1 -0.4
C -1.7475 -0.0117 0.9323 2.8 0.9 1.7
C -2.8138 -1.0463 0.8997 -4.2 -2.3 -2.4
C -2.0317 0.9733 -0.1852 0.1 0.8 -2.9
C -3.3229 1.7800 0.0050 -2.1 2.7 -1.2
C -3.6170 2.9910 -1.0684 -4.9 -4.2 1.0
C -4.7356 1.0314 -0.0458 1.5 -1.8 1.0
H 2.5025 -3.5562 0.1380 -1.3 3.2 -4.4
H 1.3532 -3.1147 -1.8010 3.3 1.8 4.0
H 1.5925 -1.6879 0.9438 1.0 0.1 -0.4
H 1.7367 0.7623 0.2829 -0.2 0.2 1.0
H 1.9438 0.6169 -1.3528 1.2 -1.1 0.3
H 4.1647 -0.7978 -0.4987 1.4 -0.7 -2.3
H 3.6795 -0.6363 0.9779 -0.2 1.1 0.3
H 6.3825 0.4405 -0.4620 0.6 1.0 1.9
H 6.0969 0.3676 1.4272 0.5 0.4 -0.8
H 6.6929 2.0273 0.7485 -0.4 -2.4 -0.7
H 0.2736 -0.2132 1.4256 -0.3 -0.7 -0.9
H -1.5896 0.5269 2.0157 -1.2 -1.3 -2.7
H -1.8711 0.4983 -1.2778 -1.1 0.5 2.4
H -1.2554 1.7271 -0.3469 0.4 0.0 1.0
H -3.2325 2.4866 0.9767 -0.1 -2.2 -1.6
H -4.4649 3.5201 -0.5017 1.7 0.1 -1.2
H -4.1224 2.6114 -2.0609 1.0 0.3 1.9
H -2.7901 3.4537 -1.3531 3.5 2.9 -0.8
H -5.5379 1.7404 -0.2920 0.3 -0.3 0.5
H -4.7553 0.6249 1.0076 -1.2 0.2 -1.3
H -4.8198 0.1141 -0.7926 0.6 2.0 1.5
H -2.3500 -1.4506 -0.8923 0.6 -0.3 -1.2
N 2.2613 -2.6326 -0.8881 -2.1 -3.4 1.1
N -0.3834 -0.6393 0.7579 -0.6 0.3 -0.7
O -0.4066 -1.6402 -1.3990 -0.6 0.6 0.3
O -3.7444 -1.3518 1.5825 0.8 1.1 3.8
O -3.1026 -1.6231 -0.3297 2.3 0.6 -0.1
S 4.4625 1.5957 0.1806 0.0 -1.0 0.1
```
Forces are in eV/Å.

## Properties
**Orbital gap**: 8.8 eV
**Charge**: 0
**LUMO level**: 0.0 eV